# 1
C30H26N6RbS4 | the ωB97M-V functional and the def2-TZVPD basis

Structure (ORCA input):
```
! RIJCOSX wB97M-V def2-TZVPD def2/J DEFGRID3
* xyz -1 1
Rb 0.4641 0.4333 1.0229
H -3.6211 0.1001 3.9261
C -3.3154 -0.8485 3.4978
C 2.6720 3.9387 0.7015
C -1.9431 -1.0997 3.3656
H -4.5703 -3.7437 2.3156
S -0.9721 0.3341 3.8103
H 0.7549 -1.2435 4.2432
H -4.5964 1.2675 -5.8670
H 1.5505 1.9376 5.9510
C 3.5663 3.0725 0.0154
C 4.6545 3.5702 -0.7107
C -2.8402 -1.7799 -4.3791
H -5.3257 -1.5380 3.2112
C 4.0506 5.7986 -0.1287
H 4.1531 -0.3532 1.3787
H -2.1419 1.1955 -5.7318
C 3.2305 2.4598 4.7096
C -2.0409 -0.7282 -4.8400
C 1.2024 -1.2395 -2.3733
H -0.7827 -3.9121 -4.3060
H -2.8292 -1.5002 -1.3153
C -1.9812 -2.0194 -0.8604
N 2.3929 0.3619 3.1152
C 2.1179 1.7136 5.0564
H 3.5504 3.2890 5.3284
C 3.9183 2.1447 3.5545
H -1.5383 -4.4151 -2.7833
H 1.2562 -2.6689 -4.0876
C 0.5752 -0.2328 4.6128
H -5.9777 -0.6149 -5.0171
C 4.1435 0.7317 1.4892
H 2.3099 6.0063 1.0978
N -3.7316 -3.6124 -3.4836
N -4.7230 -2.9040 -3.8674
C -0.7385 -1.8526 -1.6655
S 0.1767 -2.7375 2.4664
C -4.2722 -1.7654 3.1082
H 5.2998 2.8617 -1.2180
C -1.4817 -2.3204 2.8086
C 3.4459 1.1013 2.7675
H 4.7815 2.7158 3.2375
C -4.8967 -0.6437 -4.9800
C 4.9130 4.9247 -0.7919
H -0.9619 -0.7404 -4.7575
C -4.2312 -1.7444 -4.4346
H 2.1266 -0.6830 -2.3757
C 1.7333 0.6564 4.2392
H -1.8182 -1.6227 0.1399
C 0.7929 -2.2093 -3.2303
H 4.2260 6.8682 -0.1783
N -0.4507 -2.6065 -2.7705
S 3.3337 1.3136 -0.0470
C -1.3085 -3.5627 -3.4190
N 0.2411 -1.0216 -1.4114
H 5.1661 1.1062 1.4807
H -2.2463 -3.0714 -0.7494
C -4.1207 0.3911 -5.4464
C -3.8446 -2.9921 2.6070
S 1.3090 3.4386 1.6460
C -2.4958 -3.2546 2.4800
H 0.4059 -0.2324 5.6882
H 5.7591 5.2948 -1.3575
N -2.5783 -2.9768 -3.7867
H -2.1604 -4.2049 2.0830
C 2.9743 5.3203 0.5878
C -2.7116 0.3484 -5.3721
*
```

Calculated values
Energy relative to the best compared isomer or geometry (same formula, charge and spin): 0.00 kcal/mol
Orbital gap: 5.82 eV
HOMO energy: -3.9 eV
E: -3104.295871 hartree

=====

# 2
C36H38Cl3GeN7P2SSe2Ti | the ωB97M-V functional and the def2-TZVPD basis

Structure (ORCA input):
```
! RIJCOSX wB97M-V def2-TZVPD def2/J DEFGRID3
* xyz 1 2
H 0.4317 0.8853 6.5550
N 0.5463 -1.4269 -0.4602
H -0.4143 2.7573 -2.1612
Cl -1.7217 1.4455 -4.5845
H 4.3361 1.3837 -0.0229
N 0.5274 2.3785 -2.1814
H 5.0957 2.9785 5.2208
C 3.3678 3.1752 3.9693
H -3.4333 5.7369 4.9028
C -1.5831 0.8542 7.2848
C 1.5075 3.4868 -2.0669
H -4.3587 0.5942 5.3588
H 2.2769 -0.2395 5.4053
P 0.1988 0.5789 3.6207
H 0.1542 5.6205 3.0891
H 1.1095 4.2507 -1.3983
C -1.0924 2.8707 2.2146
C -0.5668 -2.1669 -0.2565
H -1.2817 0.9597 8.3187
H 3.7126 1.7092 1.5926
H 1.7368 -5.1722 -3.2981
C 2.8266 2.9508 -1.5159
H 0.3403 3.6932 7.3590
H -0.1239 3.0340 5.0337
C -1.8512 5.5919 2.3103
H -1.3617 -1.6812 0.2877
H 3.4313 3.7671 0.4070
H 3.6792 4.1241 3.5513
C -0.4921 4.1375 6.8266
C 0.3065 -4.0899 -1.4019
S -1.1625 -6.3778 -1.6600
H 2.9448 1.9312 -1.8995
Cl 0.7976 -0.3530 -3.1646
Ge -1.5696 -0.5327 -3.6306
H -3.7864 5.8075 1.4339
C -2.3514 0.5929 4.6273
H 1.5460 3.1224 2.8452
C -1.0044 0.6889 4.9641
H 2.4068 -3.8347 -1.8796
C 1.5830 -2.0937 -1.0076
N 1.0466 -5.8025 -2.9267
Se 0.6257 -1.3777 2.9352
H -2.6515 0.4876 3.5919
Ti 0.4090 0.5583 -0.8077
C 2.1660 2.6093 3.5701
H 0.6249 1.9868 -3.1101
N -1.0978 3.2317 0.9053
H 0.6667 7.8456 2.1345
C 4.1632 2.5294 4.9045
C 2.5734 0.7316 5.0266
C -2.6093 5.2915 5.4472
H 2.9636 -0.3432 0.2340
C -0.4611 1.6120 2.2913
H -3.2832 8.0514 0.4932
H 4.3981 0.7879 6.1400
P -2.2255 3.9969 3.0941
Cl -1.9049 0.3269 -1.4696
N -0.5722 2.2670 0.2286
H -1.0714 9.0801 0.8824
H -2.9768 6.3976 7.2410
C -1.8040 4.3375 4.8252
C -2.8175 6.2680 1.5848
C -1.2834 8.0915 1.2685
C 2.8541 2.9265 0.0202
C -0.6170 0.8115 6.2951
C 0.1284 -5.3954 -2.0343
C -0.3105 7.4039 1.9840
H 1.6633 3.9502 -3.0419
H 3.6638 3.5366 -1.8954
C -2.9279 0.7723 6.9497
C 3.7698 1.3045 5.4269
H -1.1013 5.3654 8.4725
H 0.9029 -6.6799 -3.3968
H 1.9766 0.3551 1.2585
N -0.1894 1.2743 1.0088
C 1.7550 1.3932 4.1125
Se -4.2245 3.3483 2.8575
H -3.6796 0.8165 7.7266
C -2.3536 5.6581 6.7561
H 1.8363 3.0257 0.4073
H -1.6520 -3.9830 -0.5353
H 2.5108 -1.5547 -1.1266
C -0.5926 6.1563 2.5115
C -0.7240 -3.4547 -0.7032
C -3.3119 0.6411 5.6240
C -2.5307 7.5221 1.0627
C -0.7485 3.7647 5.5144
C 3.4330 1.6208 0.5420
C 1.5142 -3.3797 -1.4744
N 2.4497 0.5181 0.3665
C -1.2946 5.0798 7.4466
*
```

Calculated values
Energy relative to the best compared isomer or geometry (same formula, charge and spin): 27.61 kcal/mol
Orbital gap (alpha / beta): 5.97 / 5.98 eV
HOMO energy (alpha / beta): -9.9 / -9.9 eV
E: -11968.702498 hartree

=====

Q: Among the records above, which one has the lowest energy relative to the best compared isomer or geometry (same formula, charge and spin)?
A: C30H26N6RbS4

=====

Q: Among the records above, which one has the highest E?
A: C30H26N6RbS4

=====

What did the first record say?
C30H26N6RbS4 | the ωB97M-V functional and the def2-TZVPD basis

Structure (ORCA input):
```
! RIJCOSX wB97M-V def2-TZVPD def2/J DEFGRID3
* xyz -1 1
Rb 0.4641 0.4333 1.0229
H -3.6211 0.1001 3.9261
C -3.3154 -0.8485 3.4978
C 2.6720 3.9387 0.7015
C -1.9431 -1.0997 3.3656
H -4.5703 -3.7437 2.3156
S -0.9721 0.3341 3.8103
H 0.7549 -1.2435 4.2432
H -4.5964 1.2675 -5.8670
H 1.5505 1.9376 5.9510
C 3.5663 3.0725 0.0154
C 4.6545 3.5702 -0.7107
C -2.8402 -1.7799 -4.3791
H -5.3257 -1.5380 3.2112
C 4.0506 5.7986 -0.1287
H 4.1531 -0.3532 1.3787
H -2.1419 1.1955 -5.7318
C 3.2305 2.4598 4.7096
C -2.0409 -0.7282 -4.8400
C 1.2024 -1.2395 -2.3733
H -0.7827 -3.9121 -4.3060
H -2.8292 -1.5002 -1.3153
C -1.9812 -2.0194 -0.8604
N 2.3929 0.3619 3.1152
C 2.1179 1.7136 5.0564
H 3.5504 3.2890 5.3284
C 3.9183 2.1447 3.5545
H -1.5383 -4.4151 -2.7833
H 1.2562 -2.6689 -4.0876
C 0.5752 -0.2328 4.6128
H -5.9777 -0.6149 -5.0171
C 4.1435 0.7317 1.4892
H 2.3099 6.0063 1.0978
N -3.7316 -3.6124 -3.4836
N -4.7230 -2.9040 -3.8674
C -0.7385 -1.8526 -1.6655
S 0.1767 -2.7375 2.4664
C -4.2722 -1.7654 3.1082
H 5.2998 2.8617 -1.2180
C -1.4817 -2.3204 2.8086
C 3.4459 1.1013 2.7675
H 4.7815 2.7158 3.2375
C -4.8967 -0.6437 -4.9800
C 4.9130 4.9247 -0.7919
H -0.9619 -0.7404 -4.7575
C -4.2312 -1.7444 -4.4346
H 2.1266 -0.6830 -2.3757
C 1.7333 0.6564 4.2392
H -1.8182 -1.6227 0.1399
C 0.7929 -2.2093 -3.2303
H 4.2260 6.8682 -0.1783
N -0.4507 -2.6065 -2.7705
S 3.3337 1.3136 -0.0470
C -1.3085 -3.5627 -3.4190
N 0.2411 -1.0216 -1.4114
H 5.1661 1.1062 1.4807
H -2.2463 -3.0714 -0.7494
C -4.1207 0.3911 -5.4464
C -3.8446 -2.9921 2.6070
S 1.3090 3.4386 1.6460
C -2.4958 -3.2546 2.4800
H 0.4059 -0.2324 5.6882
H 5.7591 5.2948 -1.3575
N -2.5783 -2.9768 -3.7867
H -2.1604 -4.2049 2.0830
C 2.9743 5.3203 0.5878
C -2.7116 0.3484 -5.3721
*
```

Calculated values
Energy relative to the best compared isomer or geometry (same formula, charge and spin): 0.00 kcal/mol
Orbital gap: 5.82 eV
HOMO energy: -3.9 eV
E: -3104.295871 hartree